A 2-piece molecular cluster, C3H6N2O overall in a non-equilibrium geometry. Source: OMol25; level of theory: ωB97M-V/def2-TZVPD.

Geometry as XYZ:
```
12
Properties=species:S:1:pos:R:3:forces:R:3
C 0.3465 1.1733 0.4238 0.227 1.642 -0.086
C 1.4810 0.7975 -0.2407 0.856 -0.416 -0.396
N 1.5180 -0.5843 -0.1007 0.453 -0.819 0.008
C 0.4301 -0.9736 0.6411 -0.203 0.501 -0.465
N -0.3239 0.0982 0.9242 0.609 -1.441 0.374
H 0.0466 2.2351 0.6245 0.035 -1.407 -0.372
H 2.2878 1.3392 -0.7952 -1.107 -0.580 0.765
H 2.2414 -1.2323 -0.4692 -0.937 0.976 0.473
H 0.2517 -2.0528 0.9060 0.045 1.567 -0.357
O -2.7476 -0.1766 -1.0335 -0.648 -0.444 0.496
H -3.4366 -0.6526 -0.5283 0.473 0.379 -0.504
H -2.0949 0.0289 -0.3519 0.200 0.042 0.065
```
Forces are in eV/Å.

Values from the calculation:
**E_HOMO**: -9.14 eV
**SMILES string**: c1c[nH]cn1.O
**Energy above the lowest of the compared OMol25 structures with the same formula, charge and spin**: 21.6 kcal per mole
**Kohn-Sham gap**: 9.92 eV
**Net charge**: 0
**Total energy**: -8235.7617 eV

One molecule with the formula C3H6N2O in a non-equilibrium geometry. Source: OMol25; level of theory: ωB97M-V/def2-TZVPD.

Geometry as XYZ:
```
12
Properties=species:S:1:pos:R:3:forces:R:3
C -1.7517 -0.1336 -0.1807 0.050 -0.073 -0.045
N -0.4982 -0.3102 0.5562 1.084 -0.162 -0.535
C 0.6175 0.8630 0.2083 -0.184 -0.812 1.174
O 0.2467 1.9922 0.1112 0.125 -0.266 -0.401
C 1.6500 -0.0564 -0.2005 0.058 0.171 -1.772
N 2.9049 -0.0345 -0.1485 0.328 0.412 0.574
H -1.5589 -0.3007 -1.2408 0.034 0.002 0.041
H -2.5041 -0.8431 0.1637 0.037 0.077 -0.004
H -2.1023 0.8928 -0.0541 0.014 -0.072 0.029
H -0.6349 -0.3557 1.5628 -0.027 -0.096 -0.064
H 0.3045 -1.0058 0.0169 -1.248 0.894 0.777
H 3.3267 -0.7079 -0.7944 -0.271 -0.075 0.224
```
Forces are in eV/Å.

Values from the calculation:
**E_HOMO**: -7.44 eV
**SMILES string**: C[NH2+]C([O-])=C=N
**Energy above the lowest of the compared OMol25 structures with the same formula, charge and spin**: 106.6 kcal per mole
**Kohn-Sham gap**: 7.74 eV
**Net charge**: 0
**Total energy**: -8232.0753 eV

One molecule with the formula C3H6N2O. Source: OMol25; level of theory: ωB97M-V/def2-TZVPD.

Geometry as XYZ:
```
12
Properties=species:S:1:pos:R:3:forces:R:3
H -0.1364 2.0558 -1.7047 0.007 -0.064 0.026
N 0.0864 1.2216 -1.1621 -0.400 -0.028 0.074
C -0.9513 0.7243 -0.6345 0.160 0.039 -0.042
C -0.8510 -0.5058 0.2426 -0.060 0.023 0.035
N 0.4751 -1.0684 0.3084 0.216 0.044 -0.099
C 1.5013 -0.3322 0.8463 0.153 -0.109 0.002
O 2.6759 -0.5477 0.6556 -0.384 0.044 0.101
H -1.9619 1.1417 -0.7456 0.122 -0.024 -0.020
H -1.1881 -0.2417 1.2547 0.029 -0.001 -0.143
H -1.5514 -1.2710 -0.1112 0.089 0.125 0.043
H 0.7681 -1.6390 -0.4746 -0.030 0.027 0.080
H 1.1332 0.4624 1.5253 0.098 -0.075 -0.056
```
Forces are in eV/Å.

Values from the calculation:
**E_HOMO**: -9.70 eV
**SMILES string**: [H]/N=C/CNC=O
**Energy above the lowest of the compared OMol25 structures with the same formula, charge and spin**: 26.6 kcal per mole
**Kohn-Sham gap**: 10.47 eV
**Net charge**: 0
**Total energy**: -8235.5445 eV

A 2-piece molecular cluster, C3H6N2O overall in a non-equilibrium geometry. Source: OMol25; level of theory: ωB97M-V/def2-TZVPD.

Geometry as XYZ:
```
12
Properties=species:S:1:pos:R:3:forces:R:3
N 0.3807 1.9041 0.9960 0.026 0.022 -0.191
C -0.1072 1.5202 -0.1620 -0.049 0.193 0.548
C 0.2360 -1.4168 -0.8898 -0.117 -0.122 -0.244
O 1.0783 -1.3707 0.2333 0.060 0.159 0.106
C -1.1893 -1.5013 -0.4938 -0.972 -0.033 0.311
N -2.2932 -1.5225 -0.1481 1.064 0.024 -0.357
H 1.3852 2.0004 1.1048 -0.162 0.001 0.004
H -0.1572 2.1610 1.8233 -0.002 -0.023 -0.165
H -1.2089 1.5088 -0.0493 0.150 0.033 -0.032
H 0.3464 -0.5192 -1.5074 -0.012 -0.174 -0.013
H 0.5006 -2.3001 -1.4732 -0.062 0.045 0.061
H 1.0287 -0.4639 0.5663 0.076 -0.125 -0.030
```
Forces are in eV/Å.

Values from the calculation:
**E_HOMO**: -9.21 eV
**Energy above the lowest of the compared OMol25 structures with the same formula, charge and spin**: 87.3 kcal per mole
**Kohn-Sham gap**: 9.81 eV
**Net charge**: 0
**Total energy**: -8232.9119 eV

One molecule with the formula C3H6N2O in a non-equilibrium geometry. Source: OMol25; level of theory: ωB97M-V/def2-TZVPD.

Geometry as XYZ:
```
12
Properties=species:S:1:pos:R:3:forces:R:3
O -1.6870 1.2361 1.0669 -0.795 1.163 0.674
N -0.9293 1.5886 -0.1392 -0.336 -1.389 -0.277
C -0.1234 0.6054 -0.1356 0.281 0.208 -0.469
C 0.1890 -0.4072 -1.1905 0.372 0.208 -0.572
N 0.8382 -1.2387 -0.1522 0.325 -0.235 -0.182
C 0.7290 -0.1590 0.8563 -0.193 -0.038 0.254
H -2.3489 0.7339 0.5572 -0.002 0.253 0.904
H 0.7690 -0.0317 -2.0268 0.376 -0.272 -0.281
H -0.7353 -0.8822 -1.5674 0.324 0.361 0.085
H 1.7859 -1.4979 -0.3897 0.032 -0.028 0.121
H 1.6566 0.4381 0.9648 -0.289 -0.168 -0.041
H 0.3785 -0.4349 1.8527 -0.094 -0.064 -0.215
```
Forces are in eV/Å.

Values from the calculation:
**E_HOMO**: -9.27 eV
**SMILES string**: ON=C1CNC1
**Energy above the lowest of the compared OMol25 structures with the same formula, charge and spin**: 122.5 kcal per mole
**Kohn-Sham gap**: 9.76 eV
**Net charge**: 0
**Total energy**: -8231.3857 eV

One molecule with the formula C3H6N2O in a non-equilibrium geometry. Source: OMol25; level of theory: ωB97M-V/def2-TZVPD.

Geometry as XYZ:
```
12
Properties=species:S:1:pos:R:3:forces:R:3
N -1.9771 -1.2007 0.9818 0.762 -0.328 -0.676
C -1.0196 -1.2262 0.3331 -0.846 0.029 0.610
C 0.2609 -0.9258 -0.3633 -0.168 0.047 -0.177
O 1.3509 -1.2605 0.4484 0.074 0.166 0.218
C 0.2065 0.5769 -0.6723 0.074 -0.048 -0.181
N -0.0693 1.2952 0.5688 -0.174 0.121 -0.059
H 0.3451 -1.5098 -1.2843 -0.071 0.092 0.154
H 1.3774 -0.5881 1.1482 0.080 -0.114 -0.043
H -0.5168 0.7528 -1.4840 0.038 -0.051 0.177
H 1.2021 0.8552 -1.0363 -0.167 -0.013 0.023
H -0.2241 2.2781 0.3734 0.209 -0.038 0.100
H -0.9359 0.9528 0.9867 0.188 0.137 -0.147
```
Forces are in eV/Å.

Values from the calculation:
**E_HOMO**: -10.21 eV
**SMILES string**: N#C[C@H](O)CN
**Energy above the lowest of the compared OMol25 structures with the same formula, charge and spin**: 32.9 kcal per mole
**Kohn-Sham gap**: 11.05 eV
**Net charge**: 0
**Total energy**: -8235.2732 eV

One molecule with the formula C3H6N2O. Source: OMol25; level of theory: ωB97M-V/def2-TZVPD.

Geometry as XYZ:
```
12
Properties=species:S:1:pos:R:3:forces:R:3
C 1.3760 0.3589 0.5810 0.289 -0.064 -0.163
N 0.4254 0.6088 -0.4212 -0.176 -0.216 -0.037
C -0.5207 -0.1802 -0.8491 0.249 -0.163 0.153
N -0.5720 -1.5232 -0.8578 0.024 0.056 -0.004
C -1.0003 0.9770 -0.0521 -0.189 0.332 -0.200
O -1.2189 0.8225 1.2575 0.470 -0.178 0.197
H 1.8044 -0.6463 0.5408 -0.082 0.208 -0.067
H 2.1083 1.1557 0.6798 -0.057 -0.087 0.003
H -0.2524 0.5329 1.5458 -0.656 0.075 -0.003
H -1.3913 -1.9974 -1.2007 0.109 0.127 0.018
H 0.2919 -2.0472 -0.8443 -0.121 0.092 0.032
H -1.4297 1.8547 -0.5321 0.140 -0.182 0.071
```
Forces are in eV/Å.

Values from the calculation:
**E_HOMO (spin up / spin down)**: -7.26 / -7.26 eV
**Energy above the lowest of the compared OMol25 structures with the same formula, charge and spin**: 114.1 kcal per mole
**Kohn-Sham gap (spin up / spin down)**: 7.83 / 7.83 eV
**Net charge**: 0
**Total energy**: -8231.7502 eV

One molecule with the formula C3H6N2O. Source: OMol25; level of theory: ωB97M-V/def2-TZVPD.

Geometry as XYZ:
```
12
Properties=species:S:1:pos:R:3:forces:R:3
N 1.7424 -0.1892 -0.4361 0.011 0.137 0.071
C 0.9916 -0.0949 0.7015 0.198 -0.100 0.230
O 1.4066 0.1070 1.8174 -0.037 -0.305 -0.410
C -0.8910 1.0595 -0.1679 -0.418 0.144 0.004
C -1.2476 -0.2798 -0.6806 0.046 -0.149 -0.160
N -0.4185 -0.3099 0.5415 0.182 0.084 0.249
H 2.6408 0.2607 -0.3235 -0.056 -0.120 -0.001
H 1.2824 0.0737 -1.2975 -0.057 0.012 0.153
H -1.6671 1.4339 0.5081 -0.079 -0.040 -0.181
H -0.7668 -0.6859 -1.5734 -0.030 0.088 0.165
H -2.2165 -0.7529 -0.4926 0.169 0.026 0.012
H -0.8563 -0.6221 1.4031 0.071 0.224 -0.132
```
Forces are in eV/Å.

Values from the calculation:
**E_HOMO**: -8.10 eV
**Energy above the lowest of the compared OMol25 structures with the same formula, charge and spin**: 85.4 kcal per mole
**Kohn-Sham gap**: 8.91 eV
**Net charge**: 0
**Total energy**: -8232.9936 eV

A 2-piece molecular cluster, C3H6N2O overall in a non-equilibrium geometry. Source: OMol25; level of theory: ωB97M-V/def2-TZVPD.

Geometry as XYZ:
```
12
Properties=species:S:1:pos:R:3:forces:R:3
C 0.7257 0.4844 0.5676 -1.184 -1.291 -0.401
C -0.1063 1.2663 -0.1924 -0.228 -0.408 1.035
N 0.0129 0.8032 -1.4636 -0.285 0.691 -0.542
C 0.9041 -0.2274 -1.4428 0.801 0.774 -0.383
N 1.3440 -0.4476 -0.2396 0.261 -0.044 0.168
H 0.5361 0.1573 1.5747 0.557 0.856 0.559
H -0.8956 1.9162 0.1522 0.151 0.167 -0.294
H -0.4573 1.2252 -2.2534 0.322 -0.324 0.055
H 1.4118 -0.5546 -2.3342 -0.406 -0.446 -0.199
O -1.8931 -1.3492 2.0596 0.398 0.194 -0.257
H -1.7279 -2.2869 1.8960 -0.357 0.257 0.254
H -2.6854 -1.2345 2.5886 -0.030 -0.428 0.007
```
Forces are in eV/Å.

Values from the calculation:
**E_HOMO**: -8.59 eV
**SMILES string**: c1c[nH]cn1.O
**Energy above the lowest of the compared OMol25 structures with the same formula, charge and spin**: 31.7 kcal per mole
**Kohn-Sham gap**: 9.45 eV
**Net charge**: 0
**Total energy**: -8235.3239 eV